# CH2N4O2

A cluster of 2 separate species, CH2N4O2 in total in a non-equilibrium geometry (ωB97M-V/def2-TZVPD, the OMol25 dataset).

Cartesian coordinates (Å):
1 C 2.38 -0.98 0.06
2 N 0.02 2.60 0.34
3 N -0.55 1.64 0.21
4 N -1.09 0.57 0.40
5 N -1.63 -0.27 -0.52
6 O 2.56 -0.60 1.14
7 O 1.97 -1.35 -0.96
8 H -1.09 -1.12 -0.51
9 H -2.57 -0.50 -0.16

Properties
Energy above the lowest of the compared OMol25 structures with the same formula, charge and spin = 33.7 kcal/mol
LUMO level = 0.319 eV
HOMO energy = -9.4037 eV
Gap between HOMO and LUMO = 9.722 eV



# H22O11

A cluster of 11 separate species, H22O11 in total (ωB97M-V/def2-TZVPD, the OMol25 dataset).

Cartesian coordinates (Å):
1 O -17.42 2.40 -16.22
2 H -17.70 2.54 -15.31
3 H -16.59 1.94 -16.15
4 O -21.73 1.50 -9.76
5 H -21.13 1.78 -10.45
6 H -21.17 1.11 -9.09
7 O -18.04 3.55 -11.95
8 H -18.61 4.32 -11.98
9 H -17.26 3.85 -11.48
10 O -24.57 3.75 -19.23
11 H -24.42 2.89 -18.82
12 H -24.86 4.31 -18.51
13 O -22.32 2.40 -15.30
14 H -21.62 2.52 -15.94
15 H -22.00 2.85 -14.51
16 O -21.79 -0.52 -20.58
17 H -22.63 -0.93 -20.39
18 H -21.20 -0.84 -19.90
19 O -24.69 5.06 -11.65
20 H -23.83 5.42 -11.88
21 H -24.49 4.22 -11.23
22 O -26.20 0.05 -17.30
23 H -26.51 0.69 -16.66
24 H -26.61 -0.77 -17.04
25 O -20.64 6.78 -12.00
26 H -20.42 6.92 -11.08
27 H -20.17 7.46 -12.48
28 O -19.16 3.18 -20.73
29 H -18.83 3.11 -19.84
30 H -19.43 2.30 -20.96
31 O -26.38 -0.47 -12.57
32 H -25.91 -0.86 -11.83
33 H -25.70 -0.10 -13.12

Properties
Structure (SMILES) = O.O.O.O.O.O.O.O.O.O.O
Energy above the lowest of the compared OMol25 structures with the same formula, charge and spin = 61.0 kcal/mol
LUMO level = -0.257 eV
HOMO energy = -11.1011 eV
Gap between HOMO and LUMO = 10.844 eV



# C3H4O

The molecule C3H4O in a non-equilibrium geometry (ωB97M-V/def2-TZVPD, the OMol25 dataset).

Cartesian coordinates (Å):
1 C 1.02 -0.25 0.59
2 C 0.33 -0.07 -0.60
3 C -1.12 0.21 -0.30
4 O -1.94 -0.55 0.07
5 H 2.01 -0.65 0.88
6 H 0.52 -0.15 1.54
7 H 0.54 0.08 -1.69
8 H -1.36 1.37 -0.50

Properties
Structure (SMILES) = C=CC=O
Energy above the lowest of the compared OMol25 structures with the same formula, charge and spin = 24.3 kcal/mol
LUMO level = 0.799 eV
HOMO energy = -9.8044 eV
Gap between HOMO and LUMO = 10.603 eV



# C6H9NO

A structure of composition C6H9NO in a non-equilibrium geometry (ωB97M-V/def2-TZVPD, the OMol25 dataset).

Cartesian coordinates (Å):
1 C 1.89 0.44 -0.08
2 C 1.44 -1.27 0.13
3 C -1.37 -0.62 0.14
4 C -1.53 0.75 -0.83
5 C 0.42 0.63 -0.22
6 C -0.34 -0.15 0.99
7 H 2.22 0.62 -1.12
8 H 2.43 0.89 0.74
9 H 2.00 -1.66 1.03
10 H 1.57 -1.78 -0.92
11 H -2.10 -1.10 0.72
12 H -1.39 0.23 -1.84
13 H -2.56 1.17 -0.63
14 H 0.21 0.04 -1.08
15 H -0.33 0.14 2.10
16 N -0.09 -1.45 0.57
17 O -0.55 1.61 -0.46

Properties
Energy above the lowest of the compared OMol25 structures with the same formula, charge and spin = 172.3 kcal/mol
LUMO level = 1.059 eV
HOMO energy = -8.7321 eV
Gap between HOMO and LUMO = 9.791 eV



# CH3O2S2

A structure of composition CH3O2S2 in a non-equilibrium geometry (ωB97M-V/def2-TZVPD, the OMol25 dataset).

Cartesian coordinates (Å):
1 C -0.76 -0.40 0.10
2 O 1.94 -0.78 -0.92
3 O -1.84 0.66 -0.29
4 S 2.24 1.44 0.89
5 S 1.58 -0.40 0.43
6 H -0.49 -1.09 -0.74
7 H -1.19 -0.97 0.99
8 H -1.48 1.54 -0.46

Properties
Energy above the lowest of the compared OMol25 structures with the same formula, charge and spin = 62.3 kcal/mol
LUMO level (alpha / beta) = 3.772 / 3.772 eV
HOMO energy (alpha / beta) = -3.2165 / -3.2154 eV
Net charge = -1
Gap between HOMO and LUMO (alpha / beta) = 6.989 / 6.987 eV



# CH11NO6

A cluster of 5 separate species, CH11NO6 in total in a non-equilibrium geometry (ωB97M-V/def2-TZVPD, the OMol25 dataset).

Cartesian coordinates (Å):
1 N 0.99 -1.06 0.65
2 C -0.25 -1.10 1.18
3 O -0.59 -0.48 2.16
4 O -1.06 -1.91 0.47
5 H 1.62 -0.35 0.96
6 H 1.27 -1.59 -0.16
7 H -1.83 -2.14 1.01
8 O -2.16 0.50 -1.54
9 H -1.28 0.10 -1.47
10 H -1.96 1.40 -1.27
11 O 2.06 1.28 -0.67
12 H 2.78 1.84 -1.01
13 H 1.40 1.98 -0.54
14 O 0.65 -0.48 -2.54
15 H 1.02 -0.58 -3.42
16 H 1.38 -0.19 -1.98
17 O 0.04 2.31 1.23
18 H -0.27 1.45 1.54
19 H -0.79 2.70 0.91

Properties
Structure (SMILES) = NC(=O)O.O.O.O.O
Energy above the lowest of the compared OMol25 structures with the same formula, charge and spin = 3.7 kcal/mol
LUMO level = 0.264 eV
HOMO energy = -10.5804 eV
Gap between HOMO and LUMO = 10.845 eV



# C5H11NOS

The molecule C5H11NOS (ωB97M-V/def2-TZVPD, the OMol25 dataset).

Cartesian coordinates (Å):
1 O -2.03 2.14 2.93
2 C -1.21 1.36 3.37
3 N -0.37 0.65 2.60
4 C -0.41 0.78 1.15
5 C 0.12 -0.46 0.44
6 C 0.28 -0.22 -1.05
7 C 1.07 -1.34 -1.71
8 S 1.09 -1.31 -3.51
9 H -1.11 1.17 4.45
10 H 0.42 0.16 2.99
11 H -1.42 0.99 0.83
12 H 0.19 1.63 0.85
13 H -0.52 -1.32 0.66
14 H 1.13 -0.67 0.83
15 H -0.69 -0.11 -1.53
16 H 0.77 0.74 -1.21
17 H 2.13 -1.24 -1.47
18 H 0.79 -2.31 -1.32
19 H -0.18 -0.93 -3.73

Properties
Structure (SMILES) = O=CNCCCCS
Energy above the lowest of the compared OMol25 structures with the same formula, charge and spin = 15.0 kcal/mol
LUMO level = 0.752 eV
HOMO energy = -9.1941 eV
Gap between HOMO and LUMO = 9.946 eV



# C8H17NSi

A cluster of 2 separate species, C8H17NSi in total in a non-equilibrium geometry (ωB97M-V/def2-TZVPD, the OMol25 dataset).

Cartesian coordinates (Å):
1 C -2.42 -0.64 -1.74
2 C -1.55 -1.33 -1.23
3 C -0.85 -2.57 0.85
4 C 0.74 -2.48 -1.15
5 C 2.24 1.93 0.78
6 C -0.84 1.75 1.71
7 C -0.15 2.27 -1.22
8 C -0.50 -1.84 -0.45
9 N 0.60 -0.24 0.52
10 Si 0.42 1.40 0.37
11 H -3.15 -0.14 -2.22
12 H -0.55 -3.64 0.67
13 H -0.34 -2.32 1.70
14 H -1.88 -2.46 0.97
15 H 1.30 -2.80 -0.32
16 H 0.38 -3.23 -1.73
17 H 1.39 -1.87 -1.70
18 H 2.80 2.16 -0.16
19 H 2.37 2.89 1.38
20 H 2.73 1.14 1.44
21 H -1.41 2.56 1.34
22 H -1.51 0.88 1.70
23 H -0.41 1.98 2.63
24 H -0.13 3.46 -1.12
25 H 0.45 1.95 -1.99
26 H -1.14 1.97 -1.27
27 H 1.42 -0.79 0.21

Properties
Energy above the lowest of the compared OMol25 structures with the same formula, charge and spin = 88.6 kcal/mol
LUMO level (alpha / beta) = -0.268 / -0.268 eV
HOMO energy (alpha / beta) = -8.5499 / -8.5519 eV
Gap between HOMO and LUMO (alpha / beta) = 8.282 / 8.284 eV



# C19H38GdO2P2

A structure of composition C19H38GdO2P2 in a non-equilibrium geometry (ωB97M-V/def2-TZVPD, the OMol25 dataset).

Cartesian coordinates (Å):
1 Gd 0.02 -0.38 -1.23
2 H -4.92 -0.91 -0.71
3 H -4.92 -0.19 -0.49
4 P -0.16 -3.02 -2.13
5 P -0.16 2.34 -2.81
6 C 1.28 3.28 -2.27
7 H 1.17 4.35 -2.51
8 H 1.44 3.17 -1.19
9 H 2.16 2.89 -2.79
10 C -0.52 2.76 -4.52
11 H -1.50 2.37 -4.80
12 H -0.50 3.85 -4.67
13 H 0.24 2.30 -5.17
14 C -1.56 2.80 -1.76
15 H -1.41 2.55 -0.70
16 H -1.72 3.89 -1.83
17 H -2.49 2.31 -2.10
18 C -0.21 -3.18 -3.96
19 H -0.17 -4.24 -4.24
20 H -1.14 -2.74 -4.34
21 H 0.65 -2.66 -4.40
22 C 1.18 -4.19 -1.72
23 H 1.27 -4.28 -0.63
24 H 0.94 -5.18 -2.14
25 H 2.14 -3.85 -2.11
26 C -1.62 -4.03 -1.69
27 H -2.52 -3.59 -2.14
28 H -1.50 -5.06 -2.06
29 H -1.76 -4.06 -0.60
30 C 2.28 -1.10 -1.47
31 O 3.40 -1.40 -1.57
32 H 0.25 0.91 -2.96
33 C -1.11 3.78 2.15
34 C 0.18 3.00 1.87
35 C 1.40 3.88 2.15
36 C 0.24 1.70 2.67
37 C 0.25 1.71 4.06
38 C 0.34 0.52 4.78
39 C 0.46 -0.70 4.11
40 C 0.46 -0.76 2.72
41 C 0.59 -2.07 1.95
42 C 1.78 -2.89 2.46
43 C -0.71 -2.89 2.04
44 C 0.28 0.45 2.00
45 O 0.12 0.42 0.69
46 H -1.15 4.11 3.20
47 H -1.99 3.16 1.95
48 H -1.17 4.67 1.51
49 H 0.19 2.74 0.81
50 H 1.41 4.23 3.19
51 H 2.33 3.32 1.96
52 H 1.41 4.76 1.49
53 H 0.19 2.67 4.57
54 H 0.34 0.55 5.87
55 H 0.54 -1.64 4.67
56 H 0.79 -1.84 0.88
57 H 1.65 -3.15 3.52
58 H 1.88 -3.82 1.89
59 H 2.70 -2.31 2.35
60 H -1.58 -2.28 1.75
61 H -0.66 -3.77 1.39
62 H -0.87 -3.24 3.07

Properties
<S²> = 16.7618
Spin multiplicity = 8
LUMO level (alpha / beta) = -3.385 / -3.339 eV
HOMO energy (alpha / beta) = -8.6521 / -8.9211 eV
Net charge = +1
Gap between HOMO and LUMO (alpha / beta) = 5.267 / 5.582 eV



Energy, record by record: -11122.159, -22878.869, -5221.083, -9898.132, -26850.193, -14991.863, -19736.446, -17935.204, -63818.384 eV